Density functional theory data (ωB97M-V with the def2-TZVPD basis set) for C39H36F5N2OPS3SeTi as an isolated structure.

Each line ends with the Mulliken spin population.
Atoms and positions in Å:
H1 0.562 -1.932 -6.289  0.000
H2 -2.787 0.729 -6.110  0.000
H3 1.563 3.153 -1.870  0.000
C1 3.958 -1.425 0.991  -0.011
C2 -1.265 4.966 -1.476  0.000
F1 0.354 -3.101 4.867  0.000
H4 2.059 1.674 -3.889  0.001
Se1 -1.231 -0.796 3.485  0.005
H5 0.254 3.617 2.035  -0.003
S1 -0.260 -3.184 1.404  0.003
N1 -1.720 2.935 2.150  -0.002
H6 -3.254 4.151 -1.441  0.000
F2 4.673 -1.296 4.745  0.000
C3 0.602 -0.932 3.933  -0.006
C4 -0.188 -4.409 -1.142  0.003
H7 -4.075 -2.807 -1.898  0.000
C5 -2.965 2.987 2.926  0.004
C6 -0.030 -1.195 -5.761  0.002
N2 -1.217 0.983 0.743  -0.036
C7 0.084 4.676 -1.591  0.001
H8 -2.139 -3.572 -3.264  -0.002
C8 3.992 1.185 -3.064  -0.003
O1 -1.738 4.038 4.708  0.000
H9 -2.196 2.014 4.677  0.001
F3 2.967 -3.320 5.369  0.000
C9 2.866 -0.023 3.914  0.000
C10 -1.454 1.899 1.405  0.105
C11 0.368 -0.780 -4.496  0.010
C12 -2.636 2.982 4.410  0.000
C13 4.653 0.557 -2.046  0.002
C14 -1.168 -0.664 -6.347  -0.002
C15 3.952 -0.103 -1.010  -0.004
H10 -0.092 2.845 4.343  0.001
C16 -1.903 0.295 -5.661  0.003
H11 5.737 0.550 -2.021  0.000
H12 4.540 1.681 -3.855  -0.001
P1 0.064 0.568 -2.044  0.058
C17 3.364 -1.171 4.500  0.002
C18 1.516 0.074 3.639  0.013
H13 -3.580 2.128 2.661  -0.003
H14 -2.026 -4.707 0.871  0.000
C19 -2.198 3.938 -1.550  0.009
H15 -2.089 1.461 -3.888  -0.001
H16 0.820 5.466 -1.519  0.000
H17 -1.188 -4.834 -1.065  0.000
C20 2.540 -1.424 0.981  -0.106
H18 -2.027 -4.269 2.573  0.000
H19 5.737 -0.765 0.011  0.002
C21 -1.775 2.634 -1.740  0.018
C22 -0.366 0.171 -3.794  0.015
C23 2.586 1.184 -3.077  -0.018
H20 2.057 -1.960 1.794  -0.005
F4 1.112 1.198 3.017  0.004
H21 -3.072 -3.939 -1.012  -0.001
C24 -2.027 -2.784 -2.516  0.019
C25 -3.081 -2.872 1.362  0.023
H22 -3.128 -2.204 2.219  -0.002
C26 -1.507 0.704 -4.397  -0.012
H23 -1.591 5.986 -1.317  0.000
H24 4.483 -1.948 1.784  -0.001
F5 3.702 0.966 3.576  0.000
C27 -1.943 -3.868 1.563  -0.016
H25 -3.496 3.903 2.657  0.000
C28 1.141 -2.070 4.532  -0.002
H26 -0.980 4.882 2.242  0.000
C29 0.483 -4.340 0.222  -0.009
C30 -3.094 -2.937 -1.440  -0.011
C31 -0.419 2.332 -1.891  -0.010
H27 0.388 -5.053 -1.807  0.000
C32 2.530 -0.109 -1.002  -0.052
Ti1 -0.472 -0.925 0.033  2.029
H28 -3.534 3.150 5.004  0.000
H29 0.524 -5.335 0.669  0.002
H30 1.264 -1.199 -4.057  0.000
C33 2.491 -2.201 4.806  -0.001
S2 -0.321 -2.771 -1.916  -0.009
S3 -2.949 -1.754 -0.061  0.004
H31 -2.128 -1.830 -3.037  0.013
C34 -0.495 3.821 4.059  0.000
H32 -2.505 1.831 -1.728  0.006
H33 -4.029 -3.411 1.295  -0.001
H34 0.180 4.606 4.397  0.000
H35 -1.473 -0.985 -7.334  0.000
C35 0.504 3.366 -1.799  -0.002
C36 -0.669 3.881 2.548  0.005
H36 1.508 -3.975 0.126  -0.003
C37 4.653 -0.776 0.021  0.023
C38 1.770 -0.784 0.029  -0.078
C39 1.877 0.567 -2.076  0.028

## Properties
DFT total energy ... -189898.1868 eV
Charge ... 0
2S+1 ... 3
Frontier orbital gap (alpha / beta) ... 6.10 / 6.70 eV
Strongest force on any atom ... 0.006 hartree/bohr
Energy above the lowest of the compared OMol25 structures with the same formula, charge and spin ... 0.000 eV

Density functional theory data (ωB97M-V with the def2-TZVPD basis set) for a 6-piece molecular cluster, C28H72N4O12 overall at a distorted geometry.

Each line ends with the Mulliken charge.
Atoms and positions in Å:
H1 -9.269 3.402 0.492  0.357
O1 -12.364 0.439 0.671  -0.296
H2 -5.618 0.987 -2.407  0.293
H3 -0.208 -0.615 -1.580  0.312
H4 -4.878 3.739 -10.778  0.289
C1 -4.745 -0.439 -12.463  -0.877
H5 0.271 2.574 -9.540  0.315
H6 -6.268 2.717 -10.347  0.375
H7 14.992 -1.059 3.310  0.293
H8 11.061 1.300 2.557  0.393
O2 0.931 -4.814 10.942  -0.307
H9 11.010 -1.915 -1.158  0.330
H10 -0.425 3.942 3.707  0.257
C2 3.671 -0.561 5.771  -0.733
C3 -5.192 2.727 -10.520  -0.603
H11 0.095 -6.301 12.266  0.299
H12 11.377 -2.379 1.292  0.366
H13 -13.309 -1.095 -0.465  0.303
H14 3.370 -0.359 4.743  0.233
H15 -10.901 -0.961 0.134  0.397
C4 2.653 -1.325 7.781  -0.547
H16 -14.138 0.387 -0.143  0.241
H17 1.762 -6.257 12.264  0.266
H18 -8.079 2.281 1.073  0.321
O3 12.987 -0.381 3.361  -0.338
H19 -2.453 1.205 5.283  0.306
H20 -1.031 -2.799 8.848  0.370
C5 -6.133 1.919 -2.172  -0.867
H21 -8.540 2.944 -1.881  0.361
C6 12.862 0.205 2.108  -0.245
C7 11.401 0.523 1.873  -1.082
H22 11.301 -0.317 -0.585  0.279
H23 -12.697 0.361 -1.310  0.268
H24 -4.215 -1.306 -12.068  0.317
H25 -5.391 2.708 -2.054  0.299
H26 8.970 -2.662 -2.095  0.319
C8 0.923 -6.082 11.592  -0.739
O4 1.658 -0.966 -0.735  -0.485
C9 -0.273 2.878 3.529  -0.279
O5 -7.058 1.612 -1.158  -0.293
H27 -5.730 -0.787 -12.776  0.319
H28 1.729 -3.457 9.026  0.282
C10 -8.748 2.479 0.236  -0.708
H29 7.868 -2.440 -0.714  0.282
H30 -1.100 -4.709 10.294  0.418
H31 0.539 -2.217 -1.836  0.196
H32 14.737 0.645 3.927  0.312
C11 -1.587 2.141 3.870  -0.310
H33 -9.608 0.759 -0.772  0.248
C12 10.655 -1.646 0.932  -0.402
H34 -11.347 -0.965 1.813  0.345
H35 -9.050 0.283 1.574  0.436
C13 1.152 -1.530 8.254  -0.626
C14 8.445 -1.927 -1.484  -0.724
H36 3.865 0.416 6.213  0.314
H37 0.313 1.767 2.006  0.282
H38 -6.659 1.986 -3.125  0.351
H39 0.028 -2.542 10.245  0.343
H40 1.427 -2.435 -3.727  0.327
H41 14.414 -0.653 4.915  0.278
C15 -4.880 1.784 -11.669  -0.451
H42 0.003 -5.337 9.106  0.384
N1 -9.729 1.383 0.013  -0.176
H43 -3.867 1.537 -9.551  0.308
C16 -0.203 2.152 -8.654  -0.738
H44 -1.729 4.148 -8.763  0.462
C17 -11.183 -0.307 0.959  -0.632
N2 -4.553 2.222 -9.268  -0.362
H45 0.163 1.144 -8.460  0.224
H46 7.621 -1.594 -2.114  0.267
H47 0.536 2.567 4.190  0.248
H48 2.457 -1.171 -1.225  0.291
H49 0.850 -6.882 10.855  0.302
H50 3.345 -2.017 8.261  0.355
C18 -2.361 3.393 -9.231  -0.365
H51 4.586 -1.153 5.746  0.289
C19 -7.914 2.776 -1.004  -0.628
H52 -3.950 2.131 -12.120  0.227
C20 1.384 -0.675 -3.105  -0.681
H53 13.257 1.220 2.154  0.440
O6 2.755 -1.392 6.380  -0.312
C21 -3.723 3.243 -8.551  -0.761
H54 -10.452 1.351 1.923  0.267
O7 2.115 -1.829 -3.443  -0.506
H55 -3.521 3.010 -7.506  0.276
O8 -1.675 1.751 5.144  -0.508
H56 -1.633 1.306 3.171  0.283
H57 0.808 -0.789 8.975  0.481
H58 -0.029 2.774 -7.776  0.290
O9 -4.731 0.415 -11.256  -0.370
C22 14.351 -0.373 3.864  -0.779
H59 13.313 -0.442 1.356  0.291
H60 -2.487 2.734 3.706  0.232
H61 10.762 -1.023 2.870  0.299
O10 9.369 -0.894 -1.093  -0.363
C23 -0.179 -3.197 9.399  -0.644
H62 2.866 -0.358 8.237  0.316
H63 0.687 -1.487 7.270  0.277
H64 2.086 0.112 -2.828  0.334
H65 -4.065 -0.335 -13.309  0.355
C24 -0.073 -4.633 9.935  -0.661
H66 9.756 -2.214 1.169  0.365
H67 -2.546 3.615 -10.282  0.206
C25 -13.158 -0.018 -0.398  -0.661
O11 0.214 2.693 2.236  -0.510
N3 10.511 -0.666 1.960  -0.413
H68 0.688 -0.309 -3.860  0.288
H69 11.373 0.997 0.892  0.407
C26 0.726 -1.146 -1.762  -0.077
H70 -5.640 1.727 -12.448  0.458
C27 10.609 -1.154 -0.488  -0.574
O12 -1.623 2.164 -8.939  -0.324
H71 -4.315 4.157 -8.503  0.431
C28 -9.994 0.677 1.199  -0.684
N4 0.980 -2.957 8.569  -0.358
H72 -7.411 3.741 -0.941  0.460

## Properties
DFT total energy ... -60721.2051 eV
Charge ... 0
Frontier orbital gap ... 8.73 eV
Strongest force on any atom ... 0.079 hartree/bohr
Energy above the lowest of the compared OMol25 structures with the same formula, charge and spin ... 6.749 eV
SMILES ... COCCNCCOC.COCCNCCOC.COCCNCCOC.COCCNCCOC.OCCO.OCCO

Density functional theory data (ωB97M-V with the def2-TZVPD basis set) for an isolated ion of composition C5H8N and charge +1 at a distorted geometry.

Each line ends with the natural charge from an NBO analysis.
Atoms and positions in Å:
C1 1.235 1.692 -0.013  -0.378
H1 -0.279 -0.489 -1.515  0.276
H2 -1.246 -1.690 1.369  0.249
C2 1.459 -0.913 -0.118  -0.346
N1 0.654 0.342 0.405  -0.297
H3 2.044 1.904 0.640  0.243
C3 2.464 -1.661 -0.227  0.406
H4 -0.882 -2.667 -0.054  0.243
C4 0.078 -0.682 -0.522  0.015
H5 1.582 1.609 -0.985  0.237
H6 0.409 2.372 0.040  0.243
H7 -2.122 -1.602 -0.385  0.250
C5 -1.229 -1.663 0.184  -0.597
H8 0.446 0.227 1.383  0.456

## Properties
DFT total energy ... -6790.5085 eV
Charge ... +1
Frontier orbital gap ... 9.27 eV
Strongest force on any atom ... 0.102 hartree/bohr
Energy above the lowest of the compared OMol25 structures with the same formula, charge and spin ... 7.580 eV

Density functional theory data (ωB97M-V with the def2-TZVPD basis set) for a 2-piece molecular cluster, C9H14 overall at a distorted geometry.

Each line ends with the natural charge from an NBO analysis.
Atoms and positions in Å:
C1 -1.568 -1.977 0.546  -0.638
C2 -0.750 2.691 -0.594  -0.635
C3 -0.230 -1.188 0.401  0.022
H1 -3.020 2.321 -0.415  0.188
C4 0.308 -0.408 1.398  -0.241
C5 -1.980 1.817 -0.749  -0.607
H2 -0.910 3.671 -0.215  0.212
H3 2.900 0.768 -0.278  0.213
H4 0.031 -2.195 -1.391  0.206
H5 2.114 0.483 2.058  0.220
H6 -0.270 2.618 -1.544  0.208
C6 1.522 0.162 1.224  -0.209
H7 1.942 -0.644 -2.108  0.217
H8 -0.121 -0.725 2.481  0.213
C7 0.503 -1.501 -0.778  -0.229
H9 -2.033 -2.106 -0.386  0.215
H10 -2.257 -1.508 1.359  0.220
H11 -0.200 2.046 0.110  0.222
C8 1.458 -0.559 -1.102  -0.193
H12 -2.075 0.871 -0.216  0.209
C9 1.964 0.244 -0.081  -0.236
H13 -2.217 1.684 -1.804  0.201
H14 -1.252 -2.970 0.756  0.220

## Properties
DFT total energy ... -9558.0618 eV
Charge ... 0
Frontier orbital gap ... 9.79 eV
Strongest force on any atom ... 0.096 hartree/bohr
Energy above the lowest of the compared OMol25 structures with the same formula, charge and spin ... 2.120 eV
SMILES ... Cc1ccccc1.CC

Density functional theory data (ωB97M-V with the def2-TZVPD basis set) for a 7-piece molecular cluster, C7H25NO6 overall at a distorted geometry.

Each line ends with the natural charge from an NBO analysis.
Atoms and positions in Å:
C1 -2.258 -0.496 -0.437  -0.186
C2 -2.208 0.713 0.119  -0.197
H1 2.221 1.914 1.927  0.479
O1 3.324 -0.575 0.473  -0.982
H2 1.274 2.104 0.832  0.515
H3 -1.974 -1.703 -2.265  0.226
H4 0.648 0.277 1.774  0.501
O2 -0.694 2.550 -2.273  -0.963
O3 0.374 3.313 0.052  -0.983
O4 0.040 -0.488 1.943  -0.997
C3 -0.064 -1.131 -1.382  -0.151
H5 2.758 0.186 0.653  0.492
H6 0.974 -1.861 2.251  0.502
H7 -0.349 3.695 0.523  0.479
H8 0.844 0.787 -1.132  0.200
H9 0.008 3.089 -0.828  0.509
H10 -0.100 2.770 -2.995  0.489
C4 -2.912 1.013 1.399  -0.649
H11 -0.512 -3.084 -0.508  0.188
H12 -0.403 -0.679 1.121  0.493
C5 0.956 -0.123 -1.737  -0.657
H13 -1.710 1.584 -0.268  0.191
H14 3.242 -1.158 1.232  0.477
H15 2.229 -2.071 -0.506  0.392
H16 -0.811 1.534 -2.323  0.501
C6 -1.497 -0.831 -1.704  -0.436
H17 -3.703 0.292 1.626  0.214
C7 0.242 -2.329 -0.764  0.027
H18 2.005 -0.482 -1.621  0.246
H19 -1.553 0.037 -2.390  0.171
O5 1.422 -2.734 2.420  -1.007
H20 -2.181 0.946 2.223  0.233
H21 0.903 0.130 -2.807  0.198
N1 1.531 -2.766 -0.489  -0.826
O6 1.775 1.447 1.317  -0.964
H22 1.601 -3.296 0.358  0.401
H23 0.672 -3.314 2.792  0.468
H24 -3.353 2.044 1.396  0.207
H25 -2.762 -1.304 -0.002  0.199

## Properties
DFT total energy ... -21439.1405 eV
Charge ... 0
Frontier orbital gap ... 7.67 eV
Strongest force on any atom ... 0.098 hartree/bohr
Energy above the lowest of the compared OMol25 structures with the same formula, charge and spin ... 0.599 eV
SMILES ... C/C=C/C/C(C)=C/N.O.O.O.O.O.O

Density functional theory data (ωB97M-V with the def2-TZVPD basis set) for C19H13N5ORhS4 as an isolated structure.

Each line ends with the natural charge from an NBO analysis.
Atoms and positions in Å:
C1 3.772 3.187 1.514  -0.242
C2 1.078 3.127 0.756  -0.089
N1 -0.741 1.463 3.115  -0.766
H1 1.476 0.684 -4.555  0.229
C3 3.054 4.373 1.399  -0.238
C4 -0.148 -1.381 -2.398  -0.185
H2 -0.206 -3.516 -2.586  0.224
C5 -1.461 0.379 2.825  0.500
N2 1.433 -4.939 -5.241  -0.346
O1 -3.831 -0.596 0.505  -0.614
C6 -2.349 -1.729 3.448  0.111
S1 -0.037 1.362 -2.250  0.031
C7 -3.966 -2.823 1.952  -0.394
H3 -3.906 -3.587 2.724  0.191
H4 3.703 1.050 1.319  0.209
H5 4.818 3.205 1.796  0.201
C8 0.332 -0.186 -2.964  -0.189
C9 3.149 1.980 1.249  -0.222
H6 -0.987 -0.677 4.692  0.223
H7 -3.655 -3.237 0.994  0.229
C10 1.723 4.338 1.020  -0.264
C11 1.394 -1.443 -4.743  -0.192
H8 -2.449 -2.604 4.077  0.205
C12 0.917 -2.640 -4.178  -0.117
H9 -4.991 -2.471 1.852  0.219
H10 3.534 5.324 1.594  0.200
S2 -0.630 3.112 0.322  -0.225
C13 0.159 -2.594 -3.019  -0.176
N3 -3.092 -1.721 2.319  -0.417
N4 2.822 -1.446 -6.897  -0.340
H11 1.157 5.257 0.919  0.209
N5 -2.086 0.328 1.654  -0.632
C14 1.804 1.935 0.880  -0.261
H12 -0.034 1.402 3.825  0.393
C15 -3.049 -0.627 1.431  0.775
Rh1 -0.938 0.845 -0.281  0.393
H13 -0.620 2.149 2.365  0.433
C16 1.100 -0.237 -4.127  -0.165
S3 1.057 0.363 0.617  0.024
C17 -1.553 -0.691 3.774  -0.387
C18 1.208 -3.910 -4.779  0.297
S4 -1.147 -1.351 -0.980  -0.132
C19 2.185 -1.455 -5.939  0.294

## Properties
DFT total energy ... -75766.9975 eV
Charge ... -1
Frontier orbital gap ... 6.67 eV
Strongest force on any atom ... 0.004 hartree/bohr
Energy above the lowest of the compared OMol25 structures with the same formula, charge and spin ... 0.000 eV